# 1
This record from the OMol25 dataset describes C3H5InLiO3 as an isolated structure in a non-equilibrium geometry. The level of theory is ωB97M-V/def2-TZVPD.

Last column: Löwdin charge in e.
Element x y z (Å)
1 In -1.56144 -1.64423 -2.12940  1.799
2 O 0.47973 -1.15776 2.18682  0.098
3 O -0.40736 -0.67954 -0.92823  -0.366
4 O 0.16408 -0.80396 4.45171  0.431
5 C 0.30969 -0.98015 3.32630  -0.288
6 C -0.29721 1.55586 -0.68167  0.484
7 C 0.44196 0.40804 -1.41301  -0.091
8 Li 0.93430 -1.89108 0.44648  0.851
9 H -1.27309 1.76934 -1.12293  0.189
10 H 0.35302 2.42197 -0.54270  0.192
11 H 0.33961 0.53567 -2.49718  0.194
12 H 1.44284 0.30013 -0.97806  0.185
13 H -0.92613 0.16569 -0.11813  0.321

Atoms 1-6, force components in eV/Å:
-3.731 -3.356 -3.689
0.114 -0.219 -3.309
-0.370 3.032 5.552
0.122 -0.231 -1.681
-0.294 0.532 4.689
3.858 2.049 -5.702

Output
- HOMO-LUMO gap (alpha / beta) (eV) = 3.5 / 3.6
- HOMO (alpha / beta) (eV) = -27.3 / -27.4
- E_LUMO (alpha / beta) (eV) = -23.8 / -23.8
- <S²> = 0.76
- multiplicity = 2
- ΔE to the lowest compared entry with this formula, charge and spin (kJ/mol) = 0.0
- charge = +4

# 2
This record from the OMol25 dataset describes an isolated molecule of C4H7NO3S in a non-equilibrium geometry. The level of theory is ωB97M-V/def2-TZVPD.

Last column: Löwdin charge in e.
Element x y z (Å)
1 S 1.87664 1.67732 2.07244  0.884
2 O 3.18732 0.00851 0.15173  0.109
3 O 1.35591 -0.38315 -1.02471  0.053
4 O 1.15312 0.55816 1.04255  -0.445
5 N -0.81689 -2.09086 -0.24234  0.165
6 C -2.08707 -0.17863 0.37613  -0.038
7 C -0.01478 0.00624 -1.15396  -0.117
8 C -0.95730 -0.84228 -0.31953  -0.424
9 C 1.98582 0.06308 0.06256  -0.646
10 H -1.76654 0.30008 1.29414  0.084
11 H -2.57980 0.54088 -0.26593  0.081
12 H -0.16592 1.05981 -0.95335  0.127
13 H -0.26867 -0.16136 -2.19177  0.137
14 H -2.81126 -0.93487 0.63878  0.079
15 H 1.91724 2.77777 1.29139  -0.115
16 H -0.00781 -2.40070 -0.77815  0.064

Atoms 1-6, force components in eV/Å:
0.021 -0.166 0.607
-1.401 0.111 -0.017
-0.578 0.404 0.478
0.156 0.478 -0.836
-0.029 -0.482 0.104
-0.345 -0.145 -0.016

Output
- HOMO-LUMO gap (eV) = 10.2
- HOMO (eV) = -10.0
- E_LUMO (eV) = 0.2
- ΔE to the lowest compared entry with this formula, charge and spin (kJ/mol) = 55.1

# 3
This record from the OMol25 dataset describes a 2-piece molecular cluster, C3H12N2O2 overall. The level of theory is ωB97M-V/def2-TZVPD.

Last column: Löwdin charge in e.
Element x y z (Å)
1 O -0.60488 1.22806 -2.31537  -0.079
2 O 1.12934 -0.62780 -1.41327  -0.080
3 N -0.86795 1.66010 0.29095  -0.007
4 N -0.22860 -1.65233 1.83253  0.029
5 C -0.31794 0.69626 1.27545  -0.212
6 C 1.25252 -0.84716 -0.02909  -0.239
7 C -0.09733 -0.71147 0.72474  -0.385
8 H 0.49626 0.09513 -1.59165  0.019
9 H -1.29689 0.94192 -2.92083  0.058
10 H 1.96905 -0.15874 0.44319  0.112
11 H -0.86416 -0.88586 -0.03304  0.142
12 H -1.74496 2.06170 0.59040  0.086
13 H -0.22231 2.42822 0.17366  0.090
14 H -0.10827 -2.60097 1.50538  0.069
15 H -1.02269 1.41255 -1.45169  -0.010
16 H 0.47963 -1.50518 2.54356  0.074
17 H 0.60410 1.12814 1.67204  0.112
18 H -0.98546 0.64277 2.13524  0.110
19 H 1.59278 -1.88156 0.06510  0.111

Atoms 1-6, force components in eV/Å:
-0.228 0.168 -0.684
0.125 0.163 0.117
0.144 -0.001 0.210
-0.277 -0.103 0.059
-0.361 0.565 0.197
-0.637 -0.064 -0.118

Output
- HOMO-LUMO gap (eV) = 9.8
- HOMO (eV) = -9.0
- E_LUMO (eV) = 0.8
- ΔE to the lowest compared entry with this formula, charge and spin (kJ/mol) = 98.1

# 4
This record from the OMol25 dataset describes CH3FO2S as an isolated structure in a non-equilibrium geometry. The level of theory is ωB97M-V/def2-TZVPD.

Last column: Löwdin charge in e.
Element x y z (Å)
1 S 1.12752 -0.03720 0.20441  0.727
2 F -1.60264 0.63467 0.60497  -0.037
3 O 1.91703 0.99425 -0.39981  -0.375
4 O 1.69446 -1.34903 0.37113  -0.398
5 C -1.12187 -0.00744 -0.45617  -0.078
6 H -1.31713 0.47169 -1.32357  0.054
7 H -1.45921 -0.95003 -0.50092  0.047
8 H 0.76183 0.24309 1.49996  0.059

Atoms 1-6, force components in eV/Å:
-1.969 -0.681 -0.081
-0.330 0.482 0.691
-0.460 0.266 0.010
-0.346 -0.208 -0.541
3.835 1.178 2.769
0.096 2.089 -2.753

Output
- HOMO-LUMO gap (eV) = 10.0
- HOMO (eV) = -10.3
- E_LUMO (eV) = -0.3
- ΔE to the lowest compared entry with this formula, charge and spin (kJ/mol) = 238.0

# 5
This record from the OMol25 dataset describes C15H17BaNS2 as an isolated structure in a non-equilibrium geometry. The level of theory is ωB97M-V/def2-TZVPD.

Last column: Löwdin charge in e.
Element x y z (Å)
1 Ba 2.88222 -0.29451 1.12862  1.142
2 S 1.61030 -2.56693 1.70092  0.290
3 S 0.57690 -2.39052 4.64280  0.984
4 N 0.93455 -0.36005 2.99202  -0.247
5 C 0.96227 0.94926 -3.15782  -0.196
6 C -0.60570 -1.46223 -2.26568  -0.097
7 C -2.14302 0.62638 -2.18990  -0.187
8 C -1.18141 1.74062 -1.95342  -0.111
9 C 0.16145 -0.73418 5.12334  -0.465
10 C 1.02159 -1.70649 3.15992  -1.123
11 C -1.57722 -0.57692 -2.97406  -0.202
12 C 0.32152 0.21776 4.11018  -0.321
13 C -0.01646 -0.33890 6.43195  -0.107
14 C -0.03417 1.98773 5.65061  -0.093
15 C 0.13178 1.57926 4.32941  -0.035
16 C 0.71456 -1.44490 -2.30594  -0.136
17 C 1.60383 -0.28021 -2.46400  -0.213
18 C -0.09145 1.02996 6.68287  -0.102
19 C 0.06606 1.88532 -2.40229  -0.107
20 H -1.62509 2.57617 -1.41887  0.100
21 H -2.45991 -1.18221 -3.24042  0.113
22 H 1.96151 0.01158 -1.45776  0.020
23 H -1.14932 -0.27340 -3.93317  0.100
24 H -0.04797 -1.12129 7.19298  0.108
25 H 0.42897 0.61188 -4.04110  0.097
26 H -0.19868 1.35155 7.71720  0.096
27 H -0.12783 3.04675 5.89402  0.099
28 H 1.06540 -1.27294 1.31238  -0.294
29 H 1.82222 1.56601 -3.46761  0.108
30 H -2.59559 0.29178 -1.24093  0.121
31 H 0.62546 2.77550 -2.08948  0.098
32 H 1.14800 -2.28420 -1.71246  0.107
33 H 0.09721 2.27157 3.48097  0.112
34 H -1.09363 -2.34762 -1.86553  0.108
35 H 2.50490 -0.63039 -3.00767  0.118
36 H -2.97494 1.05351 -2.77866  0.116

Atoms 1-6, force components in eV/Å:
0.688 1.369 0.113
0.045 -2.460 2.187
-0.354 0.680 0.751
-0.033 -0.362 0.386
0.933 -0.005 -0.478
-0.880 -0.699 -0.868

Output
- HOMO-LUMO gap (alpha / beta) (eV) = 3.3 / 3.3
- HOMO (alpha / beta) (eV) = -3.9 / -3.9
- E_LUMO (alpha / beta) (eV) = -0.6 / -0.6

# 6
This record from the OMol25 dataset describes a 2-piece molecular cluster, C3H4N4O2 overall in a non-equilibrium geometry. The level of theory is ωB97M-V/def2-TZVPD.

Last column: Löwdin charge in e.
Element x y z (Å)
1 O 0.93649 1.95925 -0.03777  -0.089
2 O 2.72331 -0.25913 -0.07218  0.024
3 N 0.53952 0.60828 -0.14680  -0.080
4 N -1.83562 0.76643 0.10307  0.071
5 N -0.66995 -1.26056 -0.12534  0.100
6 N -2.85166 -0.05168 0.04444  -0.046
7 C -0.75807 0.10525 -0.04852  -0.434
8 C 1.49997 -0.50535 0.00155  -0.361
9 C 0.59879 -1.69655 0.12492  0.020
10 H -2.69666 -1.14643 -0.02953  0.146
11 H 1.05729 -2.76219 0.49781  0.173
12 H -3.83154 0.36160 -0.21326  0.150
13 H 1.87234 2.08881 1.02926  0.327

Atoms 1-6, force components in eV/Å:
2.584 -1.397 3.508
-2.979 -1.395 0.729
2.303 -0.215 0.940
0.031 -0.508 -0.993
2.769 -3.180 1.887
-4.978 -1.847 -0.312

Output
- HOMO-LUMO gap (eV) = 6.8
- HOMO (eV) = -8.2
- E_LUMO (eV) = -1.3
- ΔE to the lowest compared entry with this formula, charge and spin (kJ/mol) = 626.0

# 7
This record from the OMol25 dataset describes C2H4F3O4RuS as an isolated structure in a non-equilibrium geometry. The level of theory is ωB97M-V/def2-TZVPD.

Last column: Löwdin charge in e.
Element x y z (Å)
1 Ru 2.09567 1.71975 -1.32939  1.754
2 S -0.62370 0.21945 -0.74812  0.894
3 F -2.17384 -1.87034 -0.80961  0.238
4 F -0.06284 -2.34023 -0.72297  0.204
5 F -0.92377 -1.62139 -2.55328  0.223
6 O 0.74458 0.37109 -1.29660  -0.460
7 O -0.72862 0.27585 0.96300  -0.230
8 O -1.71324 1.02142 -1.23433  -0.135
9 O 1.55339 2.80071 0.03456  -0.256
10 C -0.97771 -1.55445 -1.24272  -0.680
11 C 0.26216 -0.31573 1.84569  -0.028
12 H 1.02554 2.61994 0.92417  0.160
13 H 0.65237 -1.26798 1.47394  0.101
14 H 1.12077 0.36258 1.89173  0.083
15 H -0.25074 -0.42068 2.80394  0.132

Atoms 1-6, force components in eV/Å:
1.960 1.243 -0.955
-5.712 -0.425 3.342
0.475 0.513 0.054
0.298 0.180 0.329
0.086 0.554 0.179
0.498 -0.768 -0.225

Output
- HOMO-LUMO gap (alpha / beta) (eV) = 9.4 / 7.0
- HOMO (alpha / beta) (eV) = -20.3 / -20.4
- E_LUMO (alpha / beta) (eV) = -10.9 / -13.4
- <S²> = 8.76
- multiplicity = 6
- charge = +2

# 8
This record from the OMol25 dataset describes an isolated molecule of C5H3Cl2F3O2S in a non-equilibrium geometry. The level of theory is ωB97M-V/def2-TZVPD.

Last column: Löwdin charge in e.
Element x y z (Å)
1 Cl -1.87021 -2.49108 0.09284  0.763
2 Cl -3.16863 1.21236 0.87327  0.754
3 S 1.01121 0.91282 0.47041  0.814
4 F 2.71885 -0.27856 -1.25057  0.150
5 F 1.85007 -1.58774 0.42998  0.088
6 F 3.47611 -0.33877 0.77861  0.157
7 O 1.40525 1.54158 1.69668  -0.296
8 O 0.78126 1.75863 -0.67408  -0.316
9 C -1.32672 -0.90853 -0.12356  -0.810
10 C 2.39025 -0.38899 0.03478  -0.607
11 C -1.86171 0.48082 0.10195  -0.766
12 C -1.44086 0.10852 -1.28787  -0.036
13 C -0.66404 -0.11214 0.81595  -0.230
14 H -0.54635 0.68101 -1.65023  0.090
15 H -2.13078 -0.25498 -2.12082  0.142
16 H -0.62371 -0.33494 1.81266  0.102

Atoms 1-6, force components in eV/Å:
-0.292 -0.578 -0.194
-0.680 0.109 0.024
-0.777 -0.220 0.194
-0.442 -0.720 0.640
-0.253 0.494 -1.517
0.368 1.116 -0.136

Output
- HOMO-LUMO gap (eV) = 10.0
- HOMO (eV) = -9.5
- E_LUMO (eV) = 0.5
- ΔE to the lowest compared entry with this formula, charge and spin (kJ/mol) = 92.5